No. 1
{
  "formula": "H6NO",
  "method": "the ωB97M-V functional and the def2-TZVPD basis",
  "symbols": ["O", "H", "H", "N", "H", "H", "H", "H"],
  "xyz": [[1.608, 1.403, 2.381], [1.493, 2.274, 2.825], [2.211, 0.900, 2.974], [-1.062, -0.915, -1.636], [-1.954, -0.383, -1.657], [-0.322, -0.333, -1.200], [-0.784, -1.162, -2.605], [-1.190, -1.783, -1.082]],
  "nbo_charge": [-0.9604, 0.4811, 0.4794, -0.8736, 0.4673, 0.4722, 0.4665, 0.4675],
  "e_homo_ev": -14.2,
  "spin_multiplicity": 1,
  "total_charge": 1,
  "e_above_lowest_kj_mol": 64.7
}

---

No. 2
{
  "formula": "H6O2S2",
  "method": "the ωB97M-V functional and the def2-TZVPD basis",
  "symbols": ["S", "S", "H", "H", "H", "H", "O", "H", "H", "O"],
  "xyz": [[-0.056, 2.477, 1.175], [-1.495, 1.448, 2.283], [0.056, 1.529, 0.226], [-1.317, 0.253, 1.718], [4.921, -5.687, -5.338], [3.457, -5.812, -5.342], [4.153, -5.269, -5.001], [-1.109, -0.372, -0.989], [-1.645, -1.786, -1.269], [-1.528, -1.103, -0.595]],
  "nbo_charge": [-0.1334, -0.1449, 0.1239, 0.1535, 0.4633, 0.4634, -0.9268, 0.4656, 0.4790, -0.9436],
  "e_homo_ev": -8.4,
  "spin_multiplicity": 1,
  "total_charge": 0,
  "smiles": "SS.O.O",
  "e_above_lowest_kj_mol": 58.8
}

---

No. 3
{
  "formula": "H6O3",
  "method": "the ωB97M-V functional and the def2-TZVPD basis",
  "symbols": ["O", "H", "H", "O", "H", "H", "O", "H", "H"],
  "xyz": [[-0.487, -0.965, -0.672], [0.086, -0.345, -1.137], [-0.208, -1.839, -0.971], [-2.848, 0.015, 0.800], [-2.856, 0.945, 0.551], [-2.085, -0.366, 0.330], [2.846, 0.965, 0.738], [3.019, 1.480, -0.059], [2.534, 0.110, 0.420]],
  "nbo_charge": [-0.9506, 0.4764, 0.4824, -0.9587, 0.4605, 0.4898, -0.9317, 0.4660, 0.4659],
  "e_homo_ev": -10.8,
  "spin_multiplicity": 1,
  "total_charge": 0,
  "smiles": "O.O.O",
  "e_above_lowest_kj_mol": 49.5
}

---

No. 4
{
  "formula": "H6O3",
  "method": "the ωB97M-V functional and the def2-TZVPD basis",
  "symbols": ["H", "H", "H", "H", "H", "H", "O", "O", "O"],
  "xyz": [[0.172, 1.175, -0.704], [0.240, 1.895, 0.629], [-3.457, -1.052, -0.181], [-4.580, -0.087, -0.513], [4.461, -1.541, -0.080], [3.871, -0.484, 0.808], [-0.426, 1.634, 0.004], [-4.384, -0.884, 0.103], [4.102, -0.655, -0.067]],
  "nbo_charge": [0.4688, 0.4647, 0.4665, 0.4665, 0.4700, 0.4639, -0.9334, -0.9332, -0.9339],
  "e_homo_ev": -11.3,
  "spin_multiplicity": 1,
  "total_charge": 0,
  "smiles": "O.O.O",
  "e_above_lowest_kj_mol": 88.1
}

---

No. 5
{
  "formula": "H6O3",
  "method": "the ωB97M-V functional and the def2-TZVPD basis",
  "symbols": ["O", "H", "H", "O", "H", "H", "O", "H", "H"],
  "xyz": [[-0.973, 0.440, -0.432], [-1.855, 0.469, -0.091], [-0.788, -0.484, -0.577], [1.188, 1.616, 0.518], [0.546, 1.203, -0.034], [0.872, 2.474, 0.842], [0.071, -2.080, -0.306], [0.946, -1.892, -0.528], [-0.008, -1.745, 0.607]],
  "nbo_charge": [-0.9726, 0.4781, 0.4907, -0.9798, 0.4906, 0.4680, -0.9328, 0.4780, 0.4798],
  "e_homo_ev": -10.7,
  "spin_multiplicity": 1,
  "total_charge": 0,
  "smiles": "O.O.O",
  "e_above_lowest_kj_mol": 45.4
}

---

No. 6
{
  "formula": "H6O3",
  "method": "the ωB97M-V functional and the def2-TZVPD basis",
  "symbols": ["O", "H", "H", "O", "H", "H", "O", "H", "H"],
  "xyz": [[-0.865, -0.650, 2.900], [-1.686, -1.087, 3.167], [-0.925, 0.255, 3.219], [2.235, 0.282, -2.694], [1.650, 0.238, -3.444], [2.714, -0.491, -2.406], [-1.374, 0.246, -0.446], [-1.098, 0.442, 0.552], [-0.650, 0.765, -0.848]],
  "nbo_charge": [-0.9433, 0.4763, 0.4689, -0.9747, 0.4867, 0.4881, -0.9390, 0.4718, 0.4653],
  "e_homo_ev": -11.1,
  "spin_multiplicity": 1,
  "total_charge": 0,
  "smiles": "O.O.O",
  "e_above_lowest_kj_mol": 86.6
}

---

No. 7
{
  "formula": "H6O3",
  "method": "the ωB97M-V functional and the def2-TZVPD basis",
  "symbols": ["O", "H", "H", "O", "H", "H", "O", "H", "H"],
  "xyz": [[-0.134, -0.683, 1.714], [-1.052, -0.531, 1.461], [0.336, 0.034, 1.273], [-1.575, 1.568, -0.748], [-2.174, 2.021, -1.350], [-0.671, 1.710, -1.038], [1.685, -1.100, -0.713], [2.396, -1.749, -0.706], [1.191, -1.270, 0.107]],
  "nbo_charge": [-0.9463, 0.4837, 0.4696, -0.9548, 0.4775, 0.4774, -0.9587, 0.4697, 0.4818],
  "e_homo_ev": -11.5,
  "spin_multiplicity": 1,
  "total_charge": 0,
  "smiles": "O.O.O",
  "e_above_lowest_kj_mol": 40.5
}

---

No. 8
{
  "formula": "H6O3",
  "method": "the ωB97M-V functional and the def2-TZVPD basis",
  "symbols": ["O", "H", "H", "O", "H", "H", "O", "H", "H"],
  "xyz": [[1.547, -3.433, 0.978], [0.625, -3.595, 0.778], [1.576, -2.514, 1.246], [1.368, 0.914, 1.287], [0.745, 1.162, 0.604], [1.849, 1.719, 1.477], [-2.523, 1.636, -1.855], [-1.885, 1.942, -2.499], [-3.301, 2.171, -2.015]],
  "nbo_charge": [-0.9393, 0.4655, 0.4735, -0.9398, 0.4709, 0.4691, -0.9361, 0.4670, 0.4692],
  "e_homo_ev": -11.3,
  "spin_multiplicity": 1,
  "total_charge": 0,
  "smiles": "O.O.O",
  "e_above_lowest_kj_mol": 56.4
}

---

No. 9
{
  "formula": "H6O3",
  "method": "the ωB97M-V functional and the def2-TZVPD basis",
  "symbols": ["O", "H", "H", "O", "H", "H", "O", "H", "H"],
  "xyz": [[1.483, -2.137, -0.296], [1.073, -1.841, -1.211], [1.089, -1.780, 0.362], [-0.543, -0.422, 1.016], [-0.108, 0.244, 0.697], [-0.278, -0.234, 1.926], [-0.592, 1.943, -0.589], [-1.419, 2.536, -0.365], [-0.701, 1.694, -1.538]],
  "nbo_charge": [-0.9349, 0.4709, 0.4609, -0.9168, 0.4609, 0.4570, -0.9626, 0.4849, 0.4797],
  "e_homo_ev": -11.0,
  "spin_multiplicity": 1,
  "total_charge": 0,
  "smiles": "O.O.O",
  "e_above_lowest_kj_mol": 167.9
}

---

No. 10
{
  "formula": "H6O3Rb",
  "method": "the ωB97M-V functional and the def2-TZVPD basis",
  "symbols": ["Rb", "O", "H", "H", "O", "H", "H", "O", "H", "H"],
  "xyz": [[1.068, 1.609, -0.749], [3.482, 0.110, 2.777], [4.122, 0.740, 3.108], [4.011, -0.589, 2.391], [-1.163, -1.604, -3.715], [-1.920, -1.028, -3.821], [-0.434, -1.113, -4.095], [-2.807, 0.917, 1.445], [-2.762, 0.012, 1.755], [-3.596, 0.946, 0.904]],
  "nbo_charge": [0.9982, -0.9500, 0.4771, 0.4736, -0.9297, 0.4702, 0.4601, -0.9515, 0.4759, 0.4762],
  "e_homo_ev": -14.6,
  "spin_multiplicity": 1,
  "total_charge": 1,
  "e_above_lowest_kj_mol": 120.2
}

---

No. 11
{
  "formula": "H6OSi2",
  "method": "the ωB97M-V functional and the def2-TZVPD basis",
  "symbols": ["O", "Si", "Si", "H", "H", "H", "H", "H", "H"],
  "xyz": [[0.014, -0.279, 2.885], [0.825, -0.070, -1.571], [-1.073, 0.053, 1.963], [0.519, 0.289, -2.960], [1.840, 0.906, -1.254], [1.599, -1.310, -1.291], [-0.984, 1.398, 1.367], [-0.521, -0.182, -0.812], [-2.218, -0.806, 1.673]],
  "nbo_charge": [-1.1524, 0.6214, 1.6067, -0.1452, -0.1450, -0.1380, -0.2338, -0.1845, -0.2291],
  "e_homo_ev": -10.6,
  "spin_multiplicity": 1,
  "total_charge": 0,
  "smiles": "O=[SiH2].[SiH4]",
  "e_above_lowest_kj_mol": 291.8
}

---

No. 12
{
  "formula": "H6S3",
  "method": "the ωB97M-V functional and the def2-TZVPD basis",
  "symbols": ["S", "H", "H", "S", "H", "H", "S", "H", "H"],
  "xyz": [[-1.989, 3.519, -0.381], [-2.115, 2.435, 0.555], [-2.380, 2.804, -1.398], [2.580, 0.614, -0.170], [3.239, -0.195, -1.050], [1.964, 1.412, -1.073], [-0.080, -3.964, 1.051], [-0.920, -3.812, 2.088], [-0.300, -2.814, 0.378]],
  "nbo_charge": [-0.2944, 0.1623, 0.1324, -0.3008, 0.1502, 0.1505, -0.2982, 0.1467, 0.1513],
  "e_homo_ev": -9.8,
  "spin_multiplicity": 1,
  "total_charge": 0,
  "smiles": "S.S.S",
  "e_above_lowest_kj_mol": 26.6
}

---

No. 13
{
  "formula": "H6Si5",
  "method": "the ωB97M-V functional and the def2-TZVPD basis",
  "symbols": ["Si", "Si", "Si", "Si", "Si", "H", "H", "H", "H", "H", "H"],
  "xyz": [[1.084, 1.553, -0.753], [-0.164, -1.670, -0.027], [-0.114, 2.085, 1.331], [-1.276, 0.110, 0.812], [0.853, -0.533, -1.768], [-1.190, 0.366, -1.312], [2.360, 2.315, -0.373], [0.736, -2.258, 0.967], [-0.965, -2.979, -0.482], [1.305, 0.397, 1.066], [-2.629, 0.613, 0.539]],
  "nbo_charge": [0.1980, 0.1330, 0.1651, 0.3054, 0.1800, -0.2689, -0.1583, -0.1411, -0.0829, -0.1806, -0.1497],
  "e_homo_ev": -7.8,
  "spin_multiplicity": 1,
  "total_charge": 0,
  "e_above_lowest_kj_mol": 186.2
}

---

No. 14
{
  "formula": "H7N3",
  "method": "the ωB97M-V functional and the def2-TZVPD basis",
  "symbols": ["H", "H", "H", "H", "H", "H", "H", "N", "N", "N"],
  "xyz": [[-0.651, 1.048, -0.901], [0.025, -0.066, 0.164], [0.654, 1.877, 0.999], [-0.764, 1.713, 1.758], [0.595, -3.114, -0.474], [0.415, -1.989, -1.680], [1.708, -2.114, -0.690], [-0.640, 0.705, -0.001], [-0.354, 1.835, 0.806], [0.711, -2.163, -0.687]],
  "nbo_charge": [0.3385, 0.3603, 0.3156, 0.3331, 0.3575, 0.3636, 0.3514, -0.6837, -0.6696, -1.0668],
  "e_homo_ev": -9.1,
  "spin_multiplicity": 1,
  "total_charge": 0,
  "smiles": "NN.N",
  "e_above_lowest_kj_mol": 0.6
}

---

No. 15
{
  "formula": "H7N5O2",
  "method": "the ωB97M-V functional and the def2-TZVPD basis",
  "symbols": ["N", "N", "O", "H", "H", "H", "H", "N", "O", "N", "N", "H", "H", "H"],
  "xyz": [[0.903, -0.511, -0.107], [2.096, -1.212, -0.292], [0.835, -0.135, 1.280], [1.723, 0.231, 1.451], [0.145, 0.786, -1.314], [2.084, -1.584, -1.237], [2.207, -1.983, 0.370], [-1.093, 1.931, -0.208], [-2.017, -0.373, 0.450], [-1.151, -0.425, -0.642], [-0.867, 0.817, -1.060], [-1.978, -1.286, 0.767], [-2.095, 2.097, -0.189], [-0.792, 1.646, 0.732]],
  "nbo_charge": [-0.0189, -0.6711, -0.6187, 0.4634, 0.3905, 0.3723, 0.3428, -0.6678, -0.5750, 0.0782, -0.2956, 0.4852, 0.3567, 0.3579],
  "e_homo_ev": [-8.2, -7.1],
  "spin_multiplicity": 1,
  "total_charge": 0
}

---

No. 16
{
  "formula": "H7N5S2",
  "method": "the ωB97M-V functional and the def2-TZVPD basis",
  "symbols": ["N", "N", "N", "N", "N", "S", "S", "H", "H", "H", "H", "H", "H", "H"],
  "xyz": [[2.094, 0.989, 0.222], [-2.966, -0.432, -0.099], [4.410, -0.087, 0.441], [-0.510, -1.136, -0.431], [-0.989, 1.208, -0.108], [2.939, -0.329, 0.187], [-1.449, -0.066, 0.561], [1.130, 0.868, 0.304], [-3.237, -1.274, 0.184], [4.747, 0.834, 0.221], [-3.797, 0.193, -0.204], [-0.977, -2.119, -0.388], [-0.593, -0.718, -1.378], [-0.801, 2.070, 0.489]],
  "mulliken_spin": [0.7920, 0.0003, 0.7431, 0.0017, 0.0017, 0.4704, 0.0016, -0.0017, 0.0000, -0.0099, 0.0002, 0.0002, -0.0003, 0.0008],
  "e_homo_ev": [-6.8, -9.4],
  "spin_multiplicity": 3,
  "total_charge": 0,
  "e_above_lowest_kj_mol": 0.0
}

---

No. 17
{
  "formula": "H7Na4O4",
  "method": "the ωB97M-V functional and the def2-TZVPD basis",
  "symbols": ["Na", "Na", "Na", "Na", "O", "H", "O", "H", "H", "O", "H", "H", "O", "H", "H"],
  "xyz": [[0.692, -2.423, -2.165], [0.214, 0.747, -3.666], [-2.342, 0.320, -1.505], [2.504, 1.033, -0.972], [0.179, -0.053, -1.403], [-0.231, 0.066, -0.535], [1.396, 0.072, 1.962], [1.986, -0.624, 1.648], [1.484, 0.837, 1.387], [-0.486, -2.174, 0.752], [-0.134, -1.368, 0.335], [-1.320, -2.384, 0.317], [-1.413, 1.904, 0.904], [-1.959, 1.825, 1.699], [-0.570, 2.222, 1.242]],
  "nbo_charge": [0.9921, 0.9966, 0.9899, 0.9908, -1.4567, 0.4690, -0.8876, 0.4769, 0.4194, -0.9043, 0.4389, 0.4674, -0.9960, 0.5173, 0.4862],
  "e_homo_ev": -21.2,
  "spin_multiplicity": 1,
  "total_charge": 3,
  "e_above_lowest_kj_mol": 259.3
}

---

No. 18
{
  "formula": "H7NaO5",
  "method": "the ωB97M-V functional and the def2-TZVPD basis",
  "symbols": ["Na", "O", "H", "O", "H", "O", "H", "O", "H", "H", "O", "H", "H"],
  "xyz": [[-0.013, 0.042, -0.616], [1.740, 0.134, -2.390], [2.452, 0.467, -2.971], [0.323, -2.353, -0.317], [-0.555, -2.439, -0.738], [-2.355, 1.025, -0.778], [-3.264, 1.153, -1.111], [-0.384, 1.989, 1.184], [-1.281, 1.894, 0.865], [-0.475, 2.439, 2.024], [1.174, -1.073, 1.580], [1.622, -1.497, 2.313], [1.017, -1.780, 0.954]],
  "mulliken_spin": [-0.0037, 0.9421, -0.0272, 0.0881, -0.0038, 0.0040, -0.0003, 0.0001, 0.0000, 0.0000, 0.0008, 0.0000, 0.0000],
  "e_homo_ev": [-3.8, -3.8],
  "spin_multiplicity": 2,
  "total_charge": -1
}

---

No. 19
{
  "formula": "H7O4",
  "method": "the ωB97M-V functional and the def2-TZVPD basis",
  "symbols": ["O", "H", "O", "H", "H", "O", "H", "H", "O", "H", "H"],
  "xyz": [[-0.636, -0.570, -0.275], [-1.170, -1.375, -0.204], [1.239, -0.291, -2.180], [0.364, -0.666, -1.831], [1.743, -0.499, -1.385], [1.268, -0.440, 1.522], [1.735, 0.263, 1.070], [0.436, -0.492, 0.956], [-1.811, 1.413, 0.851], [-1.426, 0.629, 0.311], [-2.300, 1.017, 1.551]],
  "nbo_charge": [-1.2444, 0.4265, -1.0047, 0.5150, 0.4570, -1.0222, 0.4434, 0.5138, -1.0322, 0.5122, 0.4355],
  "e_homo_ev": -4.9,
  "spin_multiplicity": 1,
  "total_charge": -1,
  "e_above_lowest_kj_mol": 21.4
}

---

No. 20
{
  "formula": "H7O4",
  "method": "the ωB97M-V functional and the def2-TZVPD basis",
  "symbols": ["O", "H", "O", "H", "H", "O", "H", "H", "O", "H", "H"],
  "xyz": [[-0.323, -0.544, -0.299], [0.017, -1.381, -0.662], [1.088, 1.710, 0.831], [1.441, 1.217, 1.523], [0.624, 1.006, 0.344], [-0.554, -1.740, 1.914], [-0.674, -1.221, 1.116], [0.102, -1.336, 2.479], [-0.377, 0.598, -2.551], [-0.420, 0.140, -1.652], [0.241, 1.381, -2.317]],
  "mulliken_spin": [0.8103, -0.0197, -0.0001, 0.0003, 0.0001, 0.1036, -0.0140, -0.0055, 0.1611, -0.0285, -0.0078],
  "e_homo_ev": [-11.7, -11.7],
  "spin_multiplicity": 2,
  "total_charge": 0,
  "e_above_lowest_kj_mol": 36.1
}

---

E for the records above, in order: -3627.9048; -25862.1769; -6239.7405; -6239.3402; -6239.7831; -6239.3555; -6239.8340; -6239.6682; -6238.5131; -6889.6392; -17897.8647; -32602.3534; -39477.3873; -4582.6833; -11651.1979; -29228.1386; -25943.9757; -14766.1971; -8304.9774; -8300.2974 eV